1.
Formula: C4H8OTb
Source: OMol25
Level of theory: ωB97M-V/def2-TZVPD

Each line ends with the Löwdin spin population.
Positions of all 14 atoms, in Å:
H (0.611920, 0.741498, -1.014654)  0.000
C (1.025590, 1.821949, -0.692164)  0.000
C (0.935543, 2.600249, 0.690084)  0.000
C (-0.317634, 1.943632, 0.539339)  0.000
C (-1.656313, 2.505476, 0.186888)  0.006
O (-2.248729, 1.720891, -0.770168)  0.078
Tb (-3.586631, 1.825413, -2.633502)  6.914
H (2.052539, 1.854179, -1.060522)  0.000
H (0.219536, 2.279772, -1.271888)  0.000
H (0.935071, 3.681555, 0.544587)  0.000
H (1.634767, 2.210701, 1.428487)  0.000
H (-0.345282, 0.872084, 0.766419)  0.000
H (-1.517785, 3.571258, -0.077810)  0.001
H (-2.153765, 2.483461, 1.184851)  0.000

Forces on the atoms, in the same order (eV/Å):
H 1.571 1.540 1.890
C -2.378 -1.717 -3.016
C -0.728 -0.692 1.155
C 0.144 -1.127 2.171
C 1.161 0.519 -0.082
O -1.926 0.260 -2.411
Tb 1.239 -0.208 2.007
H -0.160 0.428 -0.039
H 1.351 1.031 -1.452
H 0.211 -0.276 -0.136
H -0.060 0.008 -0.210
H -0.158 0.490 0.493
H -0.317 -0.224 -0.070
H 0.049 -0.032 -0.298

Summary:
**Expectation value of S²**: 15.768
**Spin multiplicity**: 8
**Lowest unoccupied orbital energy (spin up / spin down)**: -7.72 / -8.99 eV
**Orbital gap (spin up / spin down)**: 10.03 / 8.41 eV
**E_HOMO (spin up / spin down)**: -17.74 / -17.40 eV
**Charge**: +2

---

2.
Formula: C3H15NO4
Source: OMol25
Level of theory: ωB97M-V/def2-TZVPD

Each line ends with the natural charge from an NBO analysis.
Positions of all 23 atoms, in Å:
C (-0.475054, 0.092082, -1.366717)  -0.251
C (0.123164, 0.166565, 0.033011)  0.086
C (1.658555, 0.044717, 0.128106)  -0.622
O (-0.304513, -0.953615, 0.704725)  -0.742
N (-1.923544, 0.065815, -1.114805)  -0.880
H (-0.019148, 0.802280, -2.169142)  0.195
H (-0.310746, -0.965301, -1.640817)  0.199
H (-0.218889, 0.861845, 0.889982)  0.180
H (2.005333, 1.023526, 0.105705)  0.199
H (1.741342, -0.530778, 1.108094)  0.237
H (2.030343, -0.587978, -0.590592)  0.204
H (-0.941263, -1.518775, 0.216110)  0.453
H (-2.501341, 0.212857, -1.928739)  0.375
H (-2.279832, 0.599547, -0.336290)  0.371
H (0.357686, -3.537740, 3.578312)  0.462
H (0.354217, -2.026785, 3.488587)  0.470
O (0.966828, -2.829694, 3.376778)  -0.931
H (1.860637, 5.342423, -1.643961)  0.461
H (2.912311, 6.249919, -1.195329)  0.462
O (2.319039, 6.100122, -1.872611)  -0.923
H (-2.812637, -3.497658, 0.520919)  0.483
H (-2.127702, -2.093159, -0.053489)  0.459
O (-2.414797, -3.020226, -0.237844)  -0.945

Forces on the atoms, in the same order (eV/Å):
C -0.276 0.613 0.252
C 1.226 0.360 1.219
C -2.740 -0.534 2.645
O -1.822 -3.838 1.105
N -0.599 0.096 -0.797
H -1.046 -0.923 1.496
H 0.841 0.577 -0.494
H 0.411 0.888 -2.461
H 1.527 1.522 0.129
H 0.611 1.307 -1.033
H 0.996 -1.226 -1.985
H 1.510 0.973 0.412
H 0.006 -0.039 0.007
H 0.362 0.437 -0.124
H -0.074 -0.538 0.037
H 1.549 -1.585 -0.443
O -1.446 2.117 0.363
H -1.461 -2.342 0.643
H 1.965 0.557 2.168
O -0.503 1.785 -2.809
H 0.608 1.145 -0.433
H -1.755 -1.345 0.086
O 0.109 -0.006 0.016

Summary:
**Structure (SMILES)**: C[C@H](O)CN.O.O.O
**Lowest unoccupied orbital energy**: 0.53 eV
**Orbital gap**: 10.05 eV
**E_HOMO**: -9.52 eV
**Charge**: 0
**Energy above the lowest of the compared OMol25 structures with the same formula, charge and spin**: 286.6 kJ/mol

---

3.
Formula: C2H7N5O
Source: OMol25
Level of theory: ωB97M-V/def2-TZVPD

Each line ends with the natural charge from an NBO analysis.
Positions of all 15 atoms, in Å:
C (1.261068, -0.005703, -0.017161)  0.564
C (-1.109922, 0.793694, -0.111374)  0.530
H (2.804848, -0.995733, -0.218105)  0.375
H (1.713526, -1.867424, -0.927886)  0.375
H (3.036111, 0.823241, 0.670586)  0.353
H (-0.349185, -1.188700, 0.080959)  0.421
H (0.121100, 2.225650, -0.087107)  0.383
H (-2.859024, 0.846494, -0.611514)  0.383
H (-2.541261, -1.459026, 1.118223)  0.479
N (1.851566, -1.210666, 0.032516)  -0.825
N (1.940438, 1.061237, 0.220641)  -0.748
N (-0.139084, -0.229663, -0.243218)  -0.661
N (-0.823624, 2.031078, -0.131879)  -0.718
N (-2.376788, 0.317785, 0.232596)  -0.332
O (-2.529772, -1.142259, -0.007270)  -0.578

Forces on the atoms, in the same order (eV/Å):
C -1.083 1.537 0.179
C 3.804 -0.112 1.105
H 0.746 -0.221 0.895
H -0.638 2.136 3.352
H -4.199 0.571 -2.162
H -0.294 1.102 -0.597
H 2.515 0.301 -0.332
H -0.226 -1.673 2.340
H -0.178 1.241 -5.245
N 2.089 -5.154 -4.054
N 1.857 -0.222 1.651
N 1.220 0.630 0.670
N -3.823 -1.183 0.044
N -2.041 0.751 -3.299
O 0.250 0.296 5.452

Summary:
**Structure (SMILES)**: [H]/N=C(\N)N/C(=N\[H])NO
**Lowest unoccupied orbital energy**: 0.30 eV
**Orbital gap**: 9.67 eV
**E_HOMO**: -9.36 eV
**Charge**: 0
**Energy above the lowest of the compared OMol25 structures with the same formula, charge and spin**: 382.8 kJ/mol